The following is a quantum chemistry calculation of C9H8F5O2ReS3Te as an isolated structure at a distorted geometry, from the OMol25 dataset.

Positions of all 29 atoms, in Å:
Re (-1.569, -0.831, 0.721)
S (-5.730, -2.323, 1.374)
C (-4.251, -1.834, 1.052)
S (-2.756, -2.760, 0.776)
S (-3.616, -0.125, 1.049)
F (0.177, -3.446, 2.546)
Te (0.834, -1.713, 2.595)
F (1.011, -1.759, 4.415)
F (0.606, -1.659, 0.657)
F (1.630, -0.032, 2.492)
F (2.507, -2.401, 2.298)
O (-0.852, -0.927, 2.549)
C (-0.193, -0.446, -3.321)
C (-0.384, -0.080, -1.896)
O (-1.289, -0.690, -1.267)
C (0.420, 0.926, -1.229)
C (0.009, 1.429, 0.011)
C (0.761, 2.372, 0.679)
C (1.940, 2.834, 0.102)
C (2.353, 2.360, -1.137)
C (1.594, 1.416, -1.806)
H (-0.936, -1.181, -3.615)
H (0.806, -0.869, -3.454)
H (-0.257, 0.439, -3.954)
H (-0.974, 1.197, 0.455)
H (0.431, 2.756, 1.633)
H (2.533, 3.575, 0.620)
H (3.267, 2.728, -1.580)
H (1.927, 1.043, -2.765)

Computed properties:
2S+1 ... 2
Frontier orbital gap (alpha / beta) ... 0.23452 / 0.24052 Ha
Highest occupied orbital energy (alpha / beta) ... -11.95 / -12.14 eV
Total charge ... +1
F_max ... 1.03 eV Å⁻¹
LUMO level (alpha / beta) ... -0.205 / -0.206 Eh
Energy relative to the best compared isomer or geometry (same formula, charge and spin) ... 29.8 kJ/mol

---

The following is a quantum chemistry calculation of a 3-piece molecular cluster, C6H17NO3 overall at a distorted geometry, from the OMol25 dataset.

Positions of all 27 atoms, in Å:
C (-0.565, 0.106, 0.287)
C (-0.392, 0.626, 1.730)
C (-1.095, 1.972, 1.957)
C (-0.936, -0.407, 2.720)
C (0.731, -0.563, -0.191)
N (0.657, -1.720, -0.923)
C (-0.529, -2.146, -1.641)
O (1.823, -0.161, 0.182)
H (-0.890, 0.941, -0.337)
H (-1.335, -0.662, 0.220)
H (0.672, 0.720, 1.885)
H (-1.836, 2.183, 1.182)
H (-1.536, 2.054, 2.948)
H (-0.361, 2.765, 1.792)
H (-2.013, -0.331, 2.869)
H (-0.647, -1.431, 2.486)
H (-0.521, -0.206, 3.714)
H (1.453, -2.335, -0.863)
H (-1.235, -1.326, -1.635)
H (-0.349, -2.296, -2.712)
H (-0.951, -3.068, -1.236)
H (1.278, 2.177, -2.778)
H (1.017, 1.475, -1.419)
O (0.582, 1.845, -2.197)
H (2.850, 0.499, -2.512)
H (1.624, -0.426, -2.583)
O (2.506, -0.283, -2.944)

Computed properties:
2S+1 ... 1
Frontier orbital gap ... 0.39176 Ha
Highest occupied orbital energy ... -9.97 eV
SMILES string ... CNC(=O)CC(C)C.O.O
F_max ... 1.16 eV Å⁻¹
LUMO level ... 0.025 Eh
Energy relative to the best compared isomer or geometry (same formula, charge and spin) ... 109.4 kJ/mol

---

The following is a quantum chemistry calculation of C20H31LaO2 as an isolated structure at a distorted geometry, from the OMol25 dataset.

Positions of all 54 atoms, in Å:
O (0.570, -3.235, -0.052)
C (1.686, -3.921, 0.625)
C (1.532, -5.212, -0.148)
H (1.429, -4.009, 1.681)
H (2.673, -3.465, 0.495)
C (0.307, -4.485, -0.775)
H (1.338, -6.086, 0.468)
H (2.327, -5.368, -0.892)
C (-1.080, -5.014, -0.443)
H (-1.283, -5.013, 0.634)
H (-1.211, -6.023, -0.862)
H (-1.827, -4.358, -0.912)
C (0.499, -4.337, -2.267)
H (1.439, -3.815, -2.469)
H (-0.336, -3.790, -2.710)
H (0.532, -5.338, -2.723)
La (-1.011, 2.156, 0.229)
C (-0.488, 4.458, -1.327)
C (0.323, 4.603, -0.169)
C (1.360, 3.622, -0.232)
H (0.186, 5.341, 0.626)
C (1.183, 2.870, -1.432)
C (0.036, 3.385, -2.109)
H (-0.329, 3.062, -3.086)
H (-1.327, 5.104, -1.586)
H (2.172, 3.503, 0.492)
H (1.879, 2.122, -1.813)
C (-3.211, 3.817, 0.173)
C (-3.322, 3.073, -1.048)
C (-3.654, 1.726, -0.717)
H (-3.195, 3.480, -2.054)
C (-3.752, 1.634, 0.707)
C (-3.477, 2.928, 1.254)
H (-3.479, 3.201, 2.310)
H (-2.982, 4.881, 0.271)
H (-3.880, 0.930, -1.430)
H (-4.073, 0.757, 1.274)
O (0.536, 0.271, 0.799)
C (0.938, -0.519, -0.372)
C (2.410, -0.850, -0.144)
H (0.756, 0.065, -1.296)
H (0.338, -1.440, -0.392)
C (2.621, -0.756, 1.379)
H (3.003, -0.115, -0.694)
H (2.643, -1.840, -0.535)
C (1.552, 0.212, 1.874)
H (3.618, -0.412, 1.677)
H (2.467, -1.730, 1.869)
H (1.940, 1.240, 1.999)
H (1.031, -0.093, 2.792)
C (-0.387, 3.049, 2.483)
H (-1.009, 2.612, 3.284)
H (-0.665, 4.116, 2.432)
H (0.651, 3.008, 2.866)

Computed properties:
2S+1 ... 1
Frontier orbital gap ... 0.27695 Ha
Highest occupied orbital energy ... -7.33 eV
F_max ... 2.19 eV Å⁻¹
LUMO level ... 0.008 Eh

---

The following is a quantum chemistry calculation of C24H32AlClO5 as an isolated structure at a distorted geometry, from the OMol25 dataset.

Positions of all 63 atoms, in Å:
C (-0.842, -5.701, -2.504)
C (0.471, -4.864, -2.507)
C (-1.597, -5.369, -1.183)
C (-0.511, -4.882, -0.227)
H (-2.131, -6.254, -0.822)
H (-2.321, -4.569, -1.383)
C (0.517, -4.199, -1.139)
H (0.411, -4.129, -3.316)
H (1.358, -5.502, -2.628)
C (-0.032, -2.785, -1.131)
H (1.527, -4.215, -0.698)
H (-0.080, -5.773, 0.249)
C (-0.874, -3.807, 0.822)
C (-1.743, -5.475, -3.698)
C (-0.614, -7.206, -2.685)
O (-1.016, -8.010, -1.866)
O (-1.656, -4.558, -4.505)
O (-2.649, -6.463, -3.807)
O (-0.007, -7.654, -3.810)
C (0.578, -6.861, -4.880)
H (1.048, -5.922, -4.549)
H (-0.175, -6.648, -5.653)
H (1.336, -7.536, -5.292)
C (-3.522, -6.304, -4.928)
H (-4.132, -5.401, -4.797)
H (-4.148, -7.195, -4.934)
H (-2.943, -6.235, -5.859)
O (-0.281, -2.573, 0.321)
H (-1.008, -2.704, -1.637)
H (0.646, -2.025, -1.550)
C (-0.208, -4.222, 2.116)
C (-2.369, -3.628, 1.026)
H (-2.844, -4.619, 1.035)
H (-2.841, -3.013, 0.248)
H (-2.543, -3.175, 2.010)
H (-0.396, -3.500, 2.917)
H (0.872, -4.380, 1.982)
H (-0.657, -5.176, 2.426)
Al (0.169, -0.559, 0.991)
C (1.816, 0.737, 1.193)
C (2.180, -0.702, 0.968)
C (2.419, -0.817, -0.461)
H (2.666, -1.315, 1.725)
C (2.214, 0.435, -1.060)
C (1.865, 1.381, -0.082)
H (1.726, 2.448, -0.246)
H (1.882, 1.228, 2.164)
H (2.852, -1.697, -0.934)
H (2.362, 0.655, -2.115)
C (-2.360, 1.151, -0.327)
C (-1.417, 2.115, -0.780)
C (-0.835, 1.621, -1.979)
H (-1.198, 3.064, -0.299)
C (-1.415, 0.355, -2.269)
C (-2.361, 0.061, -1.245)
H (-3.004, -0.815, -1.195)
H (-2.981, 1.233, 0.564)
H (-0.084, 2.132, -2.578)
H (-1.207, -0.265, -3.138)
Cl (-0.011, -0.823, 3.431)
C (-1.169, -0.042, 2.268)
H (-2.120, -0.578, 2.270)
H (-1.305, 1.008, 2.541)

Computed properties:
2S+1 ... 1
Frontier orbital gap (alpha / beta) ... 0.05591 / 0.05574 Ha
Highest occupied orbital energy (alpha / beta) ... 2.33 / 2.36 eV
Total charge ... -2
F_max ... 2.15 eV Å⁻¹
LUMO level (alpha / beta) ... 0.142 / 0.142 Eh

---

The following is a quantum chemistry calculation of C29H27BF7NO9S3SeTa as an isolated structure, from the OMol25 dataset.

Positions of all 79 atoms, in Å:
Ta (-0.548, 0.396, -2.287)
O (-1.953, -2.429, -3.232)
S (-1.778, -2.460, -1.811)
O (-2.594, -3.299, -1.006)
O (-1.896, -0.936, -1.286)
C (-0.063, -2.685, -1.432)
C (0.238, -3.612, -0.510)
C (1.661, -3.516, -0.151)
C (3.230, -2.179, -1.452)
C (2.311, -1.556, -2.496)
C (1.287, -1.713, -3.519)
S (0.945, -0.236, -4.494)
O (1.403, -0.374, -5.832)
O (1.439, 0.904, -3.700)
O (-0.562, -0.165, -4.320)
H (-0.538, -4.169, -0.004)
H (1.826, -2.975, 0.775)
H (4.265, -2.220, -1.795)
H (2.603, -0.511, -2.533)
C (0.882, -2.969, -4.248)
C (0.808, -1.547, -1.990)
C (2.530, -3.481, -1.160)
C (3.032, -1.119, -0.354)
C (1.958, -0.305, -0.249)
C (1.802, 0.693, 0.851)
N (0.837, -0.347, -1.126)
H (1.679, -3.226, -4.947)
H (-0.045, -2.819, -4.796)
H (0.737, -3.794, -3.556)
H (2.309, -4.064, -2.051)
H (3.793, -1.026, 0.409)
H (2.765, 0.906, 1.311)
H (1.129, 0.280, 1.609)
H (1.359, 1.621, 0.491)
C (0.363, 5.317, 1.611)
C (-0.724, 4.317, 1.935)
O (-0.266, 3.039, 1.563)
C (-1.208, 1.998, 1.815)
C (-1.196, 1.539, 3.260)
H (0.032, 6.330, 1.846)
H (0.611, 5.268, 0.549)
H (1.266, 5.100, 2.182)
H (-1.642, 4.556, 1.380)
H (-0.967, 4.350, 3.005)
H (-0.932, 1.168, 1.161)
H (-2.210, 2.335, 1.521)
H (-0.231, 1.103, 3.515)
H (-1.949, 0.762, 3.407)
H (-1.417, 2.364, 3.941)
O (-3.032, -4.443, 7.804)
C (-3.672, -3.938, 6.709)
O (-4.875, -3.907, 6.718)
C (-2.818, -3.461, 5.599)
C (-1.436, -3.663, 5.528)
C (-0.697, -3.187, 4.466)
C (-1.294, -2.476, 3.403)
S (-0.361, -1.859, 2.083)
C (-2.690, -2.288, 3.486)
C (-3.425, -2.769, 4.549)
H (-2.079, -4.341, 7.690)
H (-0.904, -4.222, 6.294)
H (0.372, -3.356, 4.428)
H (-3.181, -1.756, 2.681)
H (-4.496, -2.619, 4.591)
F (3.495, 5.654, -4.935)
C (2.518, 5.021, -4.281)
C (2.815, 4.222, -3.192)
F (4.086, 4.079, -2.803)
C (1.794, 3.574, -2.522)
F (2.136, 2.807, -1.485)
C (0.469, 3.697, -2.913)
Se (-0.982, 2.821, -1.976)
C (0.202, 4.504, -4.003)
F (-1.053, 4.667, -4.436)
C (1.207, 5.165, -4.690)
F (0.920, 5.941, -5.740)
F (-3.460, 0.794, -0.526)
B (-2.684, 0.407, -1.537)
F (-3.254, 0.316, -2.791)

Computed properties:
2S+1 ... 1
Frontier orbital gap ... 0.21417 Ha
Highest occupied orbital energy ... -4.28 eV
Total charge ... -1
F_max ... 0.53 eV Å⁻¹
LUMO level ... 0.057 Eh
Energy relative to the best compared isomer or geometry (same formula, charge and spin) ... 692.2 kJ/mol